<one>
Here is a 2-piece molecular cluster, C4H14N3 overall from OMol25. Energies are from ωB97M-V/def2-TZVPD.

Results
Charge: +1

Last column: Löwdin charge in e.
Positions of all 21 atoms, in Å:
C 0.94417 -0.55548 -2.49575  -0.0635
N -0.10564 -0.62893 -1.46293  -0.0967
C -0.65427 -1.83499 -1.17128  -0.2415
N -1.23444 -1.99286 -0.00628  0.0589
H 0.72464 -1.25814 -3.32360  0.0936
H 0.98556 0.45299 -2.92033  0.0933
H 1.90654 -0.83878 -2.08409  0.0803
H -0.73126 0.17675 -1.38632  0.1482
H -0.67445 -2.60683 -1.96584  0.1499
H -1.40388 -2.97874 0.23426  0.0873
C 0.26869 2.38759 1.37769  -0.0620
C -0.45392 1.13721 1.90392  -0.1866
N 0.16347 -0.13512 1.35610  0.1065
H -0.18729 3.26869 1.85339  0.0958
H 1.29293 2.35911 1.70895  0.0788
H 0.15494 2.45053 0.30455  0.0707
H -0.46189 1.11337 2.98845  0.1216
H -1.47787 0.96479 1.54005  0.1247
H 0.67622 0.04078 0.51824  0.0937
H -0.52002 -0.94923 1.00173  0.0919
H 0.78775 -0.57273 2.02907  0.1552

=====

<two>
Here is a 2-piece molecular cluster, C4H14N3 overall from OMol25. Energies are from ωB97M-V/def2-TZVPD.

Results
Charge: +1

Last column: Löwdin charge in e.
Positions of all 21 atoms, in Å:
C -0.47496 -1.38544 -0.97741  -0.0522
C 0.27391 -1.21260 1.83666  -0.0942
C -0.46577 1.45119 -0.55617  -0.1283
C 0.56399 -0.48161 -0.63421  -0.5216
N -1.28172 2.03220 0.58990  0.0842
N 1.61741 -0.29688 -1.44873  0.1555
N 0.95332 -0.51179 0.73834  -0.0803
H -0.88680 -1.06443 -1.94480  0.1002
H -0.04506 -2.39290 -1.13333  0.1219
H -1.31528 -1.36275 -0.21149  0.1145
H 0.98165 -1.28235 2.65681  0.0867
H -0.74157 -0.74606 2.13937  0.0937
H -0.03059 -2.19327 1.41800  0.0777
H -0.99823 1.46023 -1.51795  0.0637
H 0.33502 2.04317 -0.95742  0.0490
H -2.05112 1.40689 0.85569  0.1390
H -1.68231 3.01729 0.28677  0.2015
H 1.36693 -0.17580 -2.36923  0.0828
H 2.57176 0.03755 -1.17657  0.1561
H -0.68357 2.14672 1.51917  0.2064
H 1.99298 -0.48936 0.88660  0.1437

=====

Which structure wins on stability? <one> wins.

=====

<one>
Here is a 2-piece molecular cluster, C4H14N3 overall from OMol25. Energies are from ωB97M-V/def2-TZVPD.

Results
Charge: +1

Last column: Löwdin charge in e.
Positions of all 21 atoms, in Å:
C -1.71215 -0.97034 -1.92963  -0.1618
C -2.02963 0.47533 -2.32850  -0.1792
H -2.16191 -1.28268 -0.98232  0.0567
H -2.11783 -1.60958 -2.71553  0.0679
H -0.63097 -1.02962 -1.88491  0.0480
H -3.10121 0.71633 -2.31001  0.0694
H -1.62772 1.20497 -1.61002  0.0377
H -1.60300 0.87698 -3.24824  0.0671
C 1.44955 1.68768 0.46678  -0.0488
C 1.07506 -0.35136 1.78972  -0.4079
N 0.73906 0.84436 1.36184  0.0699
N 2.23372 -0.97615 1.50263  0.2201
N 0.14025 -1.17785 2.30567  0.1863
H -0.21926 1.01137 1.64995  0.1701
H 2.88588 -0.45968 0.92589  0.1194
H 2.24779 -1.96789 1.53930  0.1254
H -0.83257 -0.97824 2.14173  0.1219
H 0.20046 -1.90264 3.00157  0.1360
H 1.95103 2.59277 0.81756  0.1054
H 0.86070 2.07063 -0.37854  0.1028
H 2.25276 1.22558 -0.11494  0.0936

=====

<two>
Here is a 2-piece molecular cluster, C4H14N3 overall from OMol25. Energies are from ωB97M-V/def2-TZVPD.

Results
Charge: +1

Last column: Löwdin charge in e.
Positions of all 21 atoms, in Å:
C -2.05607 1.83144 0.61730  -0.0192
C -2.45581 -0.59222 0.38250  0.2113
N -2.44869 0.50835 1.06677  0.0068
H -1.49009 2.34384 1.39267  0.1088
H -3.00622 2.35114 0.46593  0.1177
H -1.47640 1.79506 -0.34301  0.1198
H -1.80148 -0.68864 -0.47908  0.1095
H -2.99243 -1.43491 0.81957  0.1354
H -2.84885 0.45844 1.96705  0.1562
C 1.21510 -0.56496 0.08077  -0.2855
C 2.27770 -0.40170 -0.99930  -0.2697
N 2.45329 -1.65132 -1.85669  -0.0032
N 0.98366 0.68671 0.87294  0.0032
H 0.30075 -0.90222 -0.44380  0.0679
H 1.52272 -1.37468 0.76410  0.1233
H 2.03052 0.52431 -1.56019  0.1063
H 3.23993 -0.23273 -0.51330  0.1119
H 3.17571 -1.47704 -2.52774  0.0514
H 1.60499 -1.80086 -2.42558  0.0637
H 0.60752 1.46137 0.24220  0.0791
H 0.32995 0.53536 1.57236  0.0052

=====

<three>
Here is a 2-piece molecular cluster, C4H14N3 overall from OMol25. Energies are from ωB97M-V/def2-TZVPD.

Results
Charge: +1

Last column: Löwdin charge in e.
Positions of all 21 atoms, in Å:
C 1.44311 0.59295 1.68244  -0.0212
C 1.53607 -0.39248 -0.51517  -0.4346
N 1.14966 -0.46927 0.73001  0.0741
N 2.32250 0.59810 -0.98755  0.2072
N 1.17842 -1.38998 -1.36075  0.1955
H 0.64961 -1.29396 1.01470  0.1649
H 3.13661 0.86829 -0.44873  0.1342
H 2.63263 0.41067 -1.93288  0.1279
H 0.23494 -1.72260 -1.47461  0.1215
H 1.74809 -1.56295 -2.16695  0.1197
H 1.62305 1.54242 1.18020  0.0946
H 2.34776 0.38129 2.23140  0.0965
H 0.61046 0.74058 2.36718  0.1002
C -2.69980 -0.03887 0.64101  -0.1729
C -2.42347 0.46174 -0.75161  -0.1640
H -3.42118 -0.85883 0.73150  0.0725
H -1.83538 -0.34159 1.24429  0.0382
H -3.18449 0.71328 1.26510  0.0701
H -1.95878 1.43322 -0.71915  0.0608
H -3.30972 0.52190 -1.38081  0.0739
H -1.78008 -0.19394 -1.34961  0.0409

=====

Which structure wins on stability? <three> wins.

=====

<one>
Here is a 2-piece molecular cluster, C4H14N3 overall from OMol25. Energies are from ωB97M-V/def2-TZVPD.

Results
Charge: +1

Last column: Löwdin charge in e.
Positions of all 21 atoms, in Å:
C -0.23398 -0.37085 -2.87908  -0.0531
C 0.87429 0.88916 -1.08298  -0.4096
N 0.89041 0.01105 -2.06955  0.0561
N -0.21335 1.70174 -0.89085  0.1867
N 1.88757 1.02894 -0.21559  0.2154
H 1.74111 -0.53738 -2.09360  0.1686
H -0.74528 1.83982 -1.73631  0.1140
H -0.71111 1.64549 -0.01505  0.1207
H 2.82957 0.75236 -0.43678  0.1370
H 1.71414 1.75262 0.46323  0.1316
H -0.21227 0.05924 -3.87990  0.0982
H -1.28117 -0.32729 -2.50905  0.1137
H -0.09771 -1.45455 -3.06137  0.1086
C -0.14013 -0.52983 2.69226  -0.1773
C -1.40621 -1.32042 2.43069  -0.1706
H 0.84331 -0.88989 2.37098  0.0632
H -0.23677 0.40194 2.09778  0.0282
H -0.16152 -0.05407 3.67696  0.0721
H -2.20551 -0.89871 3.05804  0.0756
H -1.37744 -2.38753 2.68335  0.0695
H -1.75796 -1.31182 1.39683  0.0515

=====

<two>
Here is a 2-piece molecular cluster, C4H14N3 overall from OMol25. Energies are from ωB97M-V/def2-TZVPD.

Results
Charge: +1

Last column: Löwdin charge in e.
Positions of all 21 atoms, in Å:
C 0.68578 1.68624 -1.45092  0.0330
C 0.21444 -0.86403 -1.63057  -0.4314
N -0.18595 0.41618 -1.56817  0.0446
N 1.44685 -1.28722 -1.24510  0.2018
N -0.77091 -1.74824 -1.69536  0.1862
H -1.10774 0.76807 -1.79487  0.1538
H 2.20232 -0.63323 -1.43456  0.1113
H 1.66963 -2.23224 -1.62500  0.1540
H -1.72192 -1.69658 -1.35508  0.1421
H -0.59197 -2.73780 -1.81402  0.1317
H 0.43558 2.16802 -0.51651  0.0812
H 0.58647 2.28308 -2.37164  0.1046
H 1.65953 1.18337 -1.51798  0.0706
C -0.35579 -0.26239 2.98169  -0.1441
C -0.82025 0.89056 2.00093  -0.1659
H -1.10815 -0.61315 3.68426  0.0588
H 0.05112 -1.02076 2.26406  0.0569
H 0.51583 0.17490 3.54419  0.0738
H -1.76252 1.29318 2.38861  0.0649
H -0.90342 0.49569 1.01151  0.0110
H -0.13891 1.73633 2.14453  0.0611

=====

Which structure wins on stability? <one> wins.

=====

<one>
Here is CH2F4Si as an isolated structure from OMol25. Energies are from ωB97M-V/def2-TZVPD.

Results
Charge: 0

Last column: Löwdin charge in e.
Positions of all 8 atoms, in Å:
C -1.27108 0.19242 -0.01913  -0.1553
F -1.55842 1.56864 -0.01234  -0.1398
F 1.58502 -0.39963 -1.50064  -0.0871
F 1.47906 -1.49018 0.66064  -0.0949
F 1.97929 0.93006 0.70486  -0.0887
Si 1.05082 -0.13202 -0.03849  0.3985
H -1.67541 -0.43147 -0.86531  0.0634
H -1.58928 -0.23783 1.07042  0.1040

=====

<two>
Here is a single CH2F4Si molecule from OMol25. Energies are from ωB97M-V/def2-TZVPD.

Results
Charge: 0
SMILES: FC[Si](F)(F)F

Last column: Löwdin charge in e.
Positions of all 8 atoms, in Å:
F 1.46856 1.16508 0.78207  -0.1065
C 1.12425 0.23924 -0.15122  -0.2319
Si -0.93304 -0.27506 0.08009  0.3484
F -1.70402 -0.34984 -1.27951  -0.0573
F -1.58382 0.72487 1.10010  -0.0616
F -1.24650 -1.64916 0.85870  -0.0994
H 1.73858 -0.73126 -0.17554  0.0845
H 1.13599 0.87613 -1.21468  0.1239

=====

Which structure wins on stability? <two> wins.